Record 1
Here is C26H42N2O in the gas phase from the Open Molecules 2025 dataset. Energies are from the ωB97M-V functional and the def2-TZVPD basis.

Calculated values
LUMO energy ... 0.611 eV
Energy above the lowest of the compared OMol25 structures with the same formula, charge and spin ... 1.6 kcal/mol
E ... -1200.72808 Ha
Frontier orbital gap ... 0.322 Eh
Multiplicity ... 1

Each line ends with the Mulliken charge.
Geometry (Å):
C (-4.57, -0.63, -2.12)  -0.906
C (-4.88, 0.52, -1.17)  -0.326
C (-5.01, 0.07, 0.29)  -0.991
C (-3.75, -0.55, 0.89)  -1.064
C (-2.51, 0.34, 0.84)  1.086
C (-2.66, 1.65, 1.61)  -0.918
C (-1.35, 2.43, 1.72)  -0.547
C (-0.90, 3.03, 0.39)  -0.095
C (0.37, 3.88, 0.53)  -1.130
C (1.65, 3.05, 0.66)  -0.352
C (2.13, 2.50, -0.69)  -0.696
C (3.33, 1.57, -0.53)  0.269
C (3.83, 1.03, -1.87)  -0.372
C (4.99, 0.05, -1.73)  -0.956
C (4.57, -1.32, -1.21)  -0.184
C (4.35, -1.32, 0.30)  0.327
O (5.14, -0.82, 1.07)  -0.686
N (3.23, -1.95, 0.70)  -0.118
C (2.80, -1.98, 2.08)  -1.119
C (1.42, -1.33, 2.25)  0.176
C (0.36, -2.10, 1.53)  0.461
C (-0.42, -3.11, 2.03)  -1.112
N (-1.24, -3.61, 1.06)  0.029
C (-1.01, -2.94, -0.11)  -1.553
C (-1.58, -3.08, -1.36)  -0.686
C (-1.15, -2.24, -2.36)  -0.875
C (-0.17, -1.27, -2.12)  -0.833
C (0.41, -1.13, -0.88)  0.774
C (0.00, -1.98, 0.15)  0.770
H (-3.58, -1.04, -1.92)  -0.005
H (-4.59, -0.28, -3.15)  0.422
H (-5.30, -1.42, -2.02)  0.302
H (-5.83, 0.98, -1.47)  0.394
H (-4.11, 1.28, -1.25)  0.178
H (-5.31, 0.94, 0.89)  0.313
H (-5.82, -0.66, 0.36)  0.488
H (-3.53, -1.48, 0.36)  0.188
H (-3.96, -0.81, 1.93)  0.431
H (-2.25, 0.54, -0.20)  0.110
H (-1.68, -0.22, 1.28)  -0.424
H (-3.41, 2.28, 1.12)  0.323
H (-3.03, 1.42, 2.62)  0.286
H (-0.58, 1.76, 2.11)  0.193
H (-1.49, 3.24, 2.44)  0.357
H (-1.70, 3.66, 0.01)  0.368
H (-0.73, 2.23, -0.33)  -0.032
H (0.46, 4.53, -0.34)  0.388
H (0.27, 4.52, 1.41)  0.403
H (1.49, 2.22, 1.35)  0.025
H (2.44, 3.67, 1.08)  0.461
H (2.40, 3.33, -1.34)  0.451
H (1.32, 1.95, -1.17)  0.124
H (4.15, 2.11, -0.03)  0.685
H (3.06, 0.74, 0.13)  -0.763
H (3.00, 0.55, -2.39)  0.058
H (4.15, 1.88, -2.48)  0.385
H (5.45, -0.08, -2.71)  0.393
H (5.74, 0.46, -1.06)  0.357
H (5.37, -2.04, -1.40)  0.375
H (3.67, -1.67, -1.73)  0.185
H (2.58, -2.32, 0.02)  0.256
H (2.76, -3.02, 2.43)  0.407
H (3.55, -1.44, 2.65)  0.495
H (1.46, -0.31, 1.87)  -0.658
H (1.18, -1.30, 3.31)  0.605
H (-0.45, -3.50, 3.03)  0.516
H (-1.92, -4.34, 1.19)  0.205
H (-2.35, -3.82, -1.54)  0.411
H (-1.58, -2.32, -3.35)  0.437
H (0.13, -0.63, -2.94)  0.447
H (1.16, -0.38, -0.71)  1.084

Record 2
Here is C26H42N2O in the gas phase from the Open Molecules 2025 dataset. Energies are from the ωB97M-V functional and the def2-TZVPD basis.

Calculated values
LUMO energy ... 0.825 eV
Energy above the lowest of the compared OMol25 structures with the same formula, charge and spin ... 5.7 kcal/mol
E ... -1200.72145 Ha
Frontier orbital gap ... 0.318 Eh
Multiplicity ... 1

Each line ends with the Mulliken charge.
Geometry (Å):
C (-6.50, -3.07, -2.27)  -1.359
C (-6.17, -1.76, -1.56)  -0.183
C (-5.11, -1.96, -0.48)  -0.839
C (-4.81, -0.70, 0.33)  -0.406
C (-4.08, 0.38, -0.48)  -0.442
C (-3.82, 1.66, 0.32)  -1.002
C (-2.93, 1.49, 1.55)  -1.086
C (-1.54, 0.93, 1.22)  0.732
C (-0.60, 1.00, 2.42)  -1.307
C (0.83, 0.59, 2.08)  0.135
C (0.98, -0.90, 1.77)  -0.912
C (2.43, -1.25, 1.44)  0.494
C (2.64, -2.76, 1.33)  -0.671
C (4.11, -3.17, 1.15)  -0.903
C (4.58, -3.20, -0.30)  -0.791
C (4.58, -1.90, -1.09)  0.527
O (4.18, -1.86, -2.24)  -0.711
N (5.12, -0.84, -0.46)  0.049
C (5.31, 0.46, -1.07)  -1.404
C (4.40, 1.55, -0.50)  -0.047
C (3.01, 1.56, -1.04)  0.652
C (2.41, 0.68, -1.90)  -0.836
N (1.13, 1.08, -2.17)  0.065
C (0.87, 2.23, -1.50)  -0.079
C (-0.27, 3.02, -1.46)  -1.008
C (-0.24, 4.15, -0.67)  -0.334
C (0.90, 4.49, 0.07)  -0.954
C (2.04, 3.72, 0.02)  -0.172
C (2.04, 2.57, -0.77)  -0.036
H (-6.88, -3.81, -1.56)  0.334
H (-5.61, -3.48, -2.74)  0.338
H (-7.26, -2.92, -3.03)  0.380
H (-7.08, -1.37, -1.10)  0.275
H (-5.83, -1.04, -2.30)  0.252
H (-5.45, -2.74, 0.20)  0.372
H (-4.18, -2.31, -0.95)  0.305
H (-4.19, -0.98, 1.18)  0.274
H (-5.75, -0.28, 0.71)  0.280
H (-4.68, 0.64, -1.35)  0.421
H (-3.13, -0.03, -0.85)  0.160
H (-3.35, 2.39, -0.35)  0.300
H (-4.78, 2.07, 0.63)  0.474
H (-3.42, 0.84, 2.28)  0.360
H (-2.81, 2.47, 2.01)  0.477
H (-1.11, 1.51, 0.40)  -0.287
H (-1.64, -0.10, 0.89)  0.263
H (-0.59, 2.03, 2.79)  0.411
H (-0.99, 0.36, 3.22)  0.344
H (1.47, 0.84, 2.92)  0.517
H (1.17, 1.17, 1.22)  -0.476
H (0.35, -1.17, 0.92)  0.316
H (0.65, -1.48, 2.64)  0.314
H (2.71, -0.77, 0.50)  -0.665
H (3.08, -0.86, 2.23)  0.363
H (2.26, -3.23, 2.25)  0.472
H (2.05, -3.16, 0.50)  0.333
H (4.74, -2.51, 1.76)  0.392
H (4.24, -4.18, 1.55)  0.354
H (3.97, -3.91, -0.86)  0.318
H (5.61, -3.57, -0.33)  0.354
H (5.39, -0.93, 0.51)  0.237
H (6.36, 0.75, -0.93)  0.409
H (5.12, 0.34, -2.14)  0.484
H (4.86, 2.52, -0.71)  0.523
H (4.37, 1.45, 0.59)  0.283
H (2.80, -0.22, -2.34)  0.662
H (0.50, 0.59, -2.78)  0.228
H (-1.15, 2.76, -2.03)  0.414
H (-1.12, 4.78, -0.61)  0.422
H (0.88, 5.38, 0.68)  0.406
H (2.91, 4.00, 0.59)  0.432

Record 3
Here is C26H43BF3HgN5O4Si as an isolated structure from the Open Molecules 2025 dataset. Energies are from the ωB97M-V functional and the def2-TZVPD basis.

Calculated values
LUMO energy ... -10.592 eV
Total charge ... +2
E ... -2357.88658 Ha
Frontier orbital gap ... 0.123 Eh
Multiplicity ... 1

Each line ends with the Mulliken charge.
Geometry (Å):
C (1.03, -4.88, 3.91)  -1.159
C (0.76, -3.39, 3.39)  -0.038
B (2.03, -2.76, 2.62)  -0.055
O (3.36, -3.16, 2.81)  -0.591
C (1.67, -1.54, 1.57)  0.828
N (0.78, -1.84, 0.60)  -0.304
C (0.60, -0.70, -0.20)  0.307
C (-0.31, -0.84, -1.35)  0.069
C (-0.99, -2.22, -1.57)  -1.617
C (-2.38, -2.22, -0.79)  -0.427
O (-3.25, -1.16, -1.22)  -0.185
Si (-4.40, -0.78, 0.05)  0.714
C (-5.37, -2.33, 0.62)  -1.131
C (-3.54, 0.11, 1.52)  -0.866
C (-5.60, 0.52, -0.70)  -1.053
C (-0.63, 0.32, -2.34)  0.468
C (-1.62, 0.13, -3.53)  0.270
C (-2.97, 0.99, -3.31)  -1.329
C (-0.92, 0.44, -4.95)  -0.452
C (-1.32, -0.72, -5.96)  -1.375
C (0.02, 1.66, -2.13)  0.900
C (-0.27, 2.87, -3.07)  -1.217
C (0.98, 3.04, -4.04)  -0.031
O (0.95, 3.76, -5.00)  -0.463
C (0.92, 1.83, -0.98)  0.632
C (1.60, 3.20, -0.64)  -1.483
C (3.17, 3.14, -0.71)  0.242
O (3.68, 1.87, -1.21)  -0.461
C (3.93, 3.48, 0.63)  0.971
F (4.53, 4.73, 0.57)  -0.283
F (4.98, 2.60, 0.84)  -0.295
F (3.17, 3.44, 1.77)  -0.222
C (1.22, 0.64, -0.01)  0.505
N (2.07, 0.90, 1.00)  -0.061
C (2.33, -0.20, 1.81)  0.010
C (3.34, 0.01, 2.97)  -1.706
C (2.61, 0.18, 4.37)  0.985
N (2.94, -0.93, 5.28)  -0.580
N (1.14, 0.16, 4.06)  -0.470
N (3.05, 1.47, 4.94)  -0.749
H (1.90, -4.84, 4.61)  0.302
H (1.20, -5.56, 3.04)  0.299
H (0.10, -5.24, 4.43)  0.365
H (0.38, -2.71, 4.21)  0.248
H (-0.05, -3.47, 2.60)  0.143
H (3.63, -3.67, 2.01)  0.334
H (-1.09, -2.49, -2.66)  0.458
H (-0.40, -3.06, -1.11)  0.448
H (-2.85, -3.25, -0.84)  0.271
H (-2.16, -2.05, 0.31)  0.326
H (-6.45, -2.19, 0.34)  0.333
H (-5.35, -2.48, 1.73)  0.348
H (-5.01, -3.27, 0.12)  0.289
H (-4.27, 0.44, 2.30)  0.407
H (-2.84, -0.65, 1.98)  0.197
H (-2.90, 0.95, 1.14)  0.174
H (-4.93, 1.30, -1.18)  0.230
H (-6.22, 0.01, -1.49)  0.286
H (-6.20, 0.94, 0.14)  0.367
H (-1.97, -0.93, -3.61)  0.516
H (-2.98, 1.35, -2.25)  0.129
H (-3.85, 0.29, -3.43)  0.299
H (-3.10, 1.79, -4.08)  0.509
H (-1.21, 1.45, -5.35)  0.340
H (0.19, 0.38, -4.79)  0.289
H (-0.76, -0.55, -6.92)  0.436
H (-2.42, -0.68, -6.21)  0.341
H (-1.08, -1.74, -5.56)  0.315
H (-0.46, 3.77, -2.44)  0.767
H (-1.16, 2.73, -3.74)  0.003
H (1.93, 2.44, -3.89)  0.340
H (1.18, 3.53, 0.34)  0.419
H (1.27, 3.97, -1.40)  0.429
H (3.51, 3.94, -1.49)  0.135
H (4.63, 1.98, -1.54)  0.239
H (3.88, 0.98, 2.76)  0.232
H (4.15, -0.77, 2.97)  0.460
H (3.46, -0.57, 6.08)  0.315
H (3.50, -1.65, 4.81)  0.201
H (0.73, 1.06, 4.32)  0.297
H (0.68, -0.61, 4.54)  0.167
H (2.60, 2.19, 4.36)  0.307
H (2.70, 1.52, 5.91)  0.324
Hg (4.81, 3.61, -2.71)  0.073